{
  "formula": "C13H44AgN3O8",
  "method": "ωB97M-V/def2-TZVPD",
  "symbols": ["Ag", "O", "H", "C", "C", "C", "O", "C", "N", "H", "H", "H", "H", "H", "H", "H", "H", "H", "H", "H", "C", "C", "C", "O", "C", "N", "H", "H", "H", "H", "H", "H", "H", "H", "H", "H", "H", "C", "C", "C", "O", "C", "N", "H", "H", "H", "H", "H", "H", "H", "H", "H", "H", "H", "O", "H", "H", "O", "H", "H", "O", "H", "H", "C", "O", "H", "H", "H", "H"],
  "coordinates": [[14.4416, -27.2713, -6.3769], [15.4850, -27.1484, -4.4365], [14.9271, -27.0948, -3.6376], [13.2105, -24.3515, 1.5283], [14.4797, -24.9533, 2.0738], [15.5299, -25.2738, 0.9969], [14.8945, -25.9083, -0.0959], [15.7999, -26.3393, -1.0656], [15.1227, -24.0864, 3.0513], [12.7996, -24.9448, 0.7090], [13.4683, -23.3733, 1.1074], [12.4687, -24.2055, 2.3121], [14.2917, -25.9496, 2.4912], [16.2658, -25.9196, 1.4815], [16.0065, -24.3534, 0.6365], [15.4056, -27.1293, -1.7073], [16.7341, -26.7138, -0.6325], [16.1265, -25.5093, -1.7117], [15.5749, -23.3035, 2.5797], [14.4500, -23.5879, 3.6269], [12.1281, -31.6856, -4.6164], [11.6631, -31.7364, -3.1439], [11.3286, -30.3858, -2.5586], [12.4756, -29.5477, -2.6757], [12.2989, -28.2950, -2.0398], [10.4840, -32.6317, -3.0425], [11.4042, -31.0920, -5.1835], [12.3676, -32.6129, -5.1286], [13.0778, -31.1319, -4.6248], [12.4638, -32.1621, -2.5361], [11.0242, -30.4804, -1.5160], [10.4760, -29.9501, -3.0993], [11.5482, -27.7195, -2.5990], [13.1727, -27.6437, -1.9945], [11.9355, -28.3917, -1.0152], [9.8642, -32.3854, -3.8092], [10.7801, -33.5796, -3.2411], [15.0238, -30.6951, -7.2704], [16.0609, -29.9052, -6.4661], [17.3881, -30.6578, -6.3529], [18.2481, -29.9040, -5.5545], [19.5640, -30.4255, -5.5462], [16.2325, -28.5221, -7.0322], [13.9956, -30.3883, -7.1086], [15.0888, -31.7075, -6.8488], [15.3738, -30.8222, -8.2948], [15.6853, -29.7132, -5.4554], [17.7414, -30.8680, -7.3742], [17.1982, -31.6589, -5.9484], [19.6489, -31.3700, -5.0027], [20.2585, -29.7143, -5.1029], [19.9212, -30.5886, -6.5683], [16.7022, -28.5977, -7.9382], [17.0263, -28.2304, -6.4303], [12.9160, -28.5178, -5.1616], [12.0956, -28.7741, -5.6013], [12.8664, -28.9314, -4.2507], [15.8782, -24.4013, -4.3159], [15.7271, -25.3517, -4.1807], [15.0454, -23.9784, -4.0724], [16.8661, -29.1134, -2.9343], [17.5874, -29.2770, -3.5640], [16.3541, -28.3967, -3.3320], [18.9100, -26.1423, -4.4624], [18.0150, -26.7911, -5.3446], [19.9426, -26.2081, -4.8054], [18.6381, -25.1111, -4.2440], [18.9721, -26.7120, -3.5220], [17.1303, -26.8011, -4.9486]],
  "forces_ev_per_angstrom": [[0.74, -0.58, 0.55], [-0.50, -0.10, -0.21], [-0.34, -0.07, -0.27], [0.06, 0.25, -0.69], [0.35, -0.35, -0.34], [-0.53, 0.57, 0.23], [-0.31, -0.65, -0.04], [1.14, 0.58, -0.29], [0.33, 0.49, 0.26], [-0.15, -0.05, 0.20], [-0.17, 0.05, 0.03], [-0.04, -0.07, -0.01], [-0.29, 0.28, 0.45], [0.25, -0.03, -0.30], [0.15, 0.05, 0.07], [-0.38, -0.13, 0.37], [-0.17, -0.29, 0.11], [-0.18, 0.08, -0.02], [0.16, -0.32, -0.18], [-0.20, -0.53, 0.16], [0.98, 1.56, 0.70], [-0.19, -1.70, -0.80], [-0.29, 0.01, -0.39], [0.72, 0.40, -0.04], [-1.12, 0.78, 0.14], [0.26, 0.67, 0.17], [-0.07, -0.24, -0.23], [-0.50, -0.36, 0.35], [-0.10, 0.06, -0.23], [-0.02, -0.06, 0.02], [0.13, -0.08, 0.07], [0.03, 0.14, -0.04], [-0.11, -0.01, 0.13], [0.46, -0.66, -0.20], [0.07, -0.22, 0.01], [-0.20, -0.07, 0.14], [0.01, -0.05, 0.14], [1.29, -1.08, 1.03], [-1.18, 0.14, -0.17], [-1.04, -0.17, -0.43], [0.33, -0.01, -0.12], [0.75, -0.10, -0.32], [1.45, -0.56, 1.10], [0.00, 0.38, -0.44], [-0.30, 0.01, -0.13], [-0.52, 0.36, -0.23], [0.07, -0.28, 0.02], [0.52, 0.39, 0.03], [-0.06, 0.08, 0.34], [-0.25, -0.01, 0.05], [-0.33, 0.18, 0.18], [-0.12, -0.06, -0.03], [-0.61, 0.22, -0.19], [-0.29, 0.81, -0.35], [-0.25, 0.08, 0.03], [0.07, 0.01, 0.11], [0.02, 0.01, -0.28], [-0.27, -0.16, 0.00], [0.09, 0.55, -0.15], [0.18, 0.08, 0.05], [0.13, 0.01, -0.01], [-0.26, 0.03, 0.04], [0.34, -0.38, -0.09], [0.49, -0.63, 1.15], [-0.13, 0.02, -0.49], [-0.25, 0.20, -0.68], [-0.04, 0.05, -0.17], [-0.31, 0.26, 0.09], [0.51, 0.24, 0.05]],
  "nbo_charge": [1.145, -0.806, 0.476, -0.623, -0.066, -0.056, -0.551, -0.242, -0.824, 0.215, 0.198, 0.214, 0.184, 0.186, 0.157, 0.144, 0.193, 0.169, 0.347, 0.361, -0.631, -0.075, -0.065, -0.568, -0.265, -0.814, 0.182, 0.231, 0.202, 0.204, 0.209, 0.163, 0.170, 0.190, 0.204, 0.346, 0.366, -0.636, -0.076, -0.080, -0.554, -0.257, -0.902, 0.222, 0.230, 0.221, 0.210, 0.172, 0.192, 0.184, 0.208, 0.177, 0.395, 0.439, -1.038, 0.499, 0.532, -0.947, 0.464, 0.471, -0.947, 0.486, 0.456, -0.258, -0.755, 0.192, 0.190, 0.165, 0.473],
  "spin_multiplicity": 2,
  "total_charge": 1,
  "homo_lumo_gap_ha": [0.2516, 0.1279],
  "lumo_energy_ev": [-4.24, -7.61],
  "homo_energy_ev": [-11.1, -11.1]
}